No. 1
Computed, not measured: a 2-piece molecular cluster, C6H11NO2P overall, with wB97M-V/def2-TZVPD.

As for the net charge: -1. Its energy above the lowest of the compared OMol25 structures with the same formula, charge and spin is 6.9547 eV. The HOMO energy (alpha / beta) comes out at -4.31 / -4.07 eV. The electronic energy is -781.65496 Eh. The LUMO energy (alpha / beta) is 2.55 / 3.64 eV.

```
21
C6H11NO2P, DFT wB97M-V/def2-TZVPD
P 1.03 -1.07 1.41
O -0.44 -1.26 3.85
O 1.30 -2.17 0.48
N 3.75 -0.11 2.28
C 2.14 0.38 -0.97
C 2.72 -0.46 1.90
C 0.57 0.21 -1.07
C -1.20 0.20 1.04
C -1.81 -1.23 1.05
C 0.19 0.29 0.44
H 0.25 1.16 -1.70
H -1.27 -1.57 1.85
H -1.18 0.54 2.14
H 2.53 0.05 -1.90
H -1.58 -1.62 0.09
H -2.84 -1.07 1.18
H 0.21 -0.71 -1.37
H 0.45 1.32 0.79
H 2.45 1.47 -0.88
H 2.51 -0.31 -0.24
H -1.88 0.97 0.49
```

natural (NBO) population analysis, charges in e, atoms 1 to 2: P 1.549; O -0.699


No. 2
Computed, not measured: a 2-piece molecular cluster, C4H9O3 overall, with wB97M-V/def2-TZVPD.

As for the net charge: -1. Its energy above the lowest of the compared OMol25 structures with the same formula, charge and spin is 2.7006 eV. The HOMO energy comes out at -2.70 eV. The electronic energy is -383.50729 Eh. The LUMO energy is 3.67 eV.

```
16
C4H9O3, DFT wB97M-V/def2-TZVPD
O 2.38 -0.38 -1.50
O -1.96 2.26 0.22
O -0.94 -1.13 2.60
C 0.06 -0.52 -0.75
C 1.21 0.24 -1.55
C -0.30 -1.44 1.62
C 0.37 -0.44 0.72
H 0.07 -1.55 -1.12
H 0.84 0.42 -2.58
H -0.27 -2.50 1.35
H -1.06 2.00 0.12
H 1.20 1.25 -1.00
H -0.88 -0.03 -1.03
H 0.26 0.58 1.10
H 1.45 -0.61 0.86
H -2.43 1.83 0.96
```

natural (NBO) population analysis, charges in e, atoms 1 to 2: O -0.937; O -0.971


No. 3
Computed, not measured: C28H47I2N4P2SSn as an isolated structure, with wB97M-V/def2-TZVPD.

As for the net charge: +1. The HOMO energy comes out at -9.10 eV. The electronic energy is -3204.59248 Eh. The LUMO energy is -2.16 eV.

```
85
C28H47I2N4P2SSn, DFT wB97M-V/def2-TZVPD
I 2.49 -2.60 -3.37
I -0.48 -0.85 -4.23
Sn -0.07 -1.31 0.01
S -0.63 -1.46 2.83
P 2.24 -0.43 1.13
P -2.40 0.09 0.01
N -1.82 -2.80 4.73
N 0.43 0.64 -0.92
N -2.14 -3.67 1.29
N -2.21 -3.66 2.67
C -5.16 -0.31 -0.74
C -3.16 1.14 1.34
C 2.19 1.15 -2.59
C -1.90 1.32 -1.20
C 0.84 -2.44 -4.70
C -1.12 3.67 -2.42
C 3.99 1.10 2.75
C 3.53 1.20 -2.93
C 3.41 -1.82 1.50
C -0.52 1.55 -1.37
C -3.50 4.32 -2.98
C -3.83 0.31 2.44
C -3.79 -0.98 -0.59
C 2.52 0.85 2.43
C 2.78 0.27 -0.44
C -3.38 -1.67 -1.89
C 4.13 0.32 -0.81
C 1.77 0.72 -1.32
C -2.48 3.38 -2.37
C -1.61 -2.71 3.40
C -2.11 2.09 1.92
C -0.17 2.80 -1.93
C 5.99 0.84 -2.43
C 4.53 0.79 -2.05
C 3.48 -2.82 0.35
C 2.96 -2.50 2.80
C -2.85 2.23 -1.71
C 1.82 2.14 1.98
H -3.07 -3.64 0.89
H -2.73 -4.39 3.15
H 3.82 -2.36 -0.58
H -0.79 4.62 -2.85
H -3.47 4.26 -4.07
H -2.57 2.74 2.67
H -4.18 -2.34 -2.23
H -1.66 2.72 1.15
H 2.33 2.57 1.12
H 4.16 -3.63 0.60
H -3.30 5.35 -2.70
H 6.41 -0.16 -2.52
H -4.33 0.98 3.14
H -4.51 4.07 -2.66
H -2.35 -3.55 5.15
H -1.65 -4.49 0.96
H 4.40 -1.38 1.66
H 0.28 -3.36 -4.63
H 6.58 1.37 -1.67
H 0.87 3.09 -1.96
H -5.16 0.39 -1.57
H 4.07 1.91 3.47
H -1.37 -2.13 5.33
H 1.94 -2.88 2.69
H -3.92 1.72 0.82
H -3.90 2.04 -1.56
H -5.90 -1.08 -0.96
H 1.22 -2.28 -5.70
H -2.47 -2.26 -1.78
H -4.58 -0.38 2.05
H 4.54 1.40 1.85
H -5.48 0.21 0.16
H 4.88 -0.04 -0.12
H 3.61 -3.34 3.03
H 2.01 0.47 3.32
H -3.86 -1.74 0.20
H 2.49 -3.26 0.16
H 1.45 1.43 -3.33
H 6.14 1.35 -3.38
H -3.21 -0.93 -2.68
H -3.09 -0.26 3.00
H 2.97 -1.81 3.65
H 1.83 2.88 2.78
H 4.48 0.23 3.18
H -1.32 1.52 2.41
H 3.81 1.54 -3.92
H 0.78 1.96 1.69
```

Löwdin population analysis, charges in e, atoms 1 to 2: I 0.792; I 0.850


No. 4
Computed, not measured: C10H29AuClGeIO4Si3 as an isolated structure, with wB97M-V/def2-TZVPD.

As for the net charge: +1. The HOMO energy (alpha / beta) comes out at -10.90 / -10.77 eV. As for the spin multiplicity: 2. The electronic energy is -4537.75689 Eh. The LUMO energy (alpha / beta) is -5.87 / -5.84 eV.

```
50
C10H29AuClGeIO4Si3, DFT wB97M-V/def2-TZVPD
Au 0.40 -3.59 -0.85
I -2.72 -2.76 0.34
Ge -0.12 -0.90 0.04
Cl 1.95 -2.81 1.60
Si -1.61 0.87 -1.85
Si -0.92 0.54 2.32
Si 2.42 0.34 -0.43
O 2.33 -2.64 0.21
O 1.01 -1.72 1.85
O 1.25 -4.02 1.73
O 3.04 -2.68 2.43
C 3.59 0.20 1.07
C -1.62 -4.01 -1.03
C -0.46 2.32 1.78
C -3.40 0.22 -1.86
C -0.59 0.18 -3.32
C 2.96 -0.61 -2.00
C -0.06 0.07 3.95
C -1.67 2.78 -1.97
C 2.09 2.19 -0.82
C -2.82 0.33 2.42
H 3.95 -0.82 1.19
H -1.01 3.02 2.39
H -3.45 -0.83 -2.12
H -2.34 3.21 -1.23
H 2.46 -0.24 -2.90
H 0.19 0.87 -3.62
H 1.01 -0.09 3.80
H -0.13 -0.78 -3.09
H -3.31 0.42 1.45
H -3.10 -0.64 2.83
H -0.18 0.85 4.69
H 0.59 2.52 1.92
H -0.71 3.27 -1.87
H -0.71 2.53 0.74
H 2.14 2.81 0.06
H -3.91 0.34 -0.91
H 4.03 -0.50 -2.15
H 4.46 0.84 0.95
H -3.98 0.76 -2.60
H -2.06 3.04 -2.95
H 2.87 2.53 -1.50
H 1.14 2.37 -1.31
H -2.03 -3.81 -2.01
H -1.84 -5.03 -0.74
H -0.47 -0.85 4.35
H 3.09 0.48 2.00
H -3.24 1.09 3.07
H 2.75 -1.67 -1.89
H -1.24 0.03 -4.17
```

natural (NBO) population analysis, charges in e, atoms 1 to 2: Au 0.643; I 0.226


> What is the formula in the third record?

C28H47I2N4P2SSn


> electronic energy of number 2 (C4H9O3)?

-383.50729 Eh


Repeat the first record exactly.
Computed, not measured: a 2-piece molecular cluster, C6H11NO2P overall, with wB97M-V/def2-TZVPD.

As for the net charge: -1. Its energy above the lowest of the compared OMol25 structures with the same formula, charge and spin is 6.9547 eV. The HOMO energy (alpha / beta) comes out at -4.31 / -4.07 eV. The electronic energy is -781.65496 Eh. The LUMO energy (alpha / beta) is 2.55 / 3.64 eV.

```
21
C6H11NO2P, DFT wB97M-V/def2-TZVPD
P 1.03 -1.07 1.41
O -0.44 -1.26 3.85
O 1.30 -2.17 0.48
N 3.75 -0.11 2.28
C 2.14 0.38 -0.97
C 2.72 -0.46 1.90
C 0.57 0.21 -1.07
C -1.20 0.20 1.04
C -1.81 -1.23 1.05
C 0.19 0.29 0.44
H 0.25 1.16 -1.70
H -1.27 -1.57 1.85
H -1.18 0.54 2.14
H 2.53 0.05 -1.90
H -1.58 -1.62 0.09
H -2.84 -1.07 1.18
H 0.21 -0.71 -1.37
H 0.45 1.32 0.79
H 2.45 1.47 -0.88
H 2.51 -0.31 -0.24
H -1.88 0.97 0.49
```

natural (NBO) population analysis, charges in e, atoms 1 to 2: P 1.549; O -0.699